(1)
The following is a quantum chemistry calculation of a cluster of 2 separate species, C32H63BBrF3NO8 in total, from the OMol25 dataset.

LUMO energy ... 2.48 eV
Energy ... -4812.2751 hartree
Multiplicity ... 1
Net charge ... -1

XYZ file:
```
109
Properties=species:S:1:pos:R:3:mulliken_charge:R:1
C 5.230 1.414 3.370 -0.5773
O 5.341 0.008 3.441 -0.3833
C 4.140 -0.649 3.070 -0.1887
C 4.426 -2.081 2.670 -0.8428
C 5.324 -2.275 1.423 -0.7886
C 5.365 -1.062 0.495 0.6475
C 6.076 -1.336 -0.825 -1.1764
C 5.272 -2.230 -1.795 -0.4276
C 4.961 -1.508 -3.114 -0.6727
C 3.823 -2.112 -3.949 -1.2949
C 2.469 -2.184 -3.233 -1.0558
C 1.898 -0.795 -2.885 -0.7325
C 2.149 -0.351 -1.424 1.2153
C 2.760 1.052 -1.253 -1.2409
B 1.763 2.227 -0.645 1.7909
O 1.421 3.188 -1.794 -0.7732
C 0.175 3.618 -1.634 -0.2017
Br 0.257 5.141 -0.211 -0.3104
N -0.507 4.048 -2.833 -0.1675
C -0.250 5.183 -3.358 1.2227
C -1.294 5.809 -4.243 -1.3543
C 1.037 5.943 -3.236 -1.3859
C -0.607 2.434 -0.918 0.9862
C -1.130 1.428 -1.980 -0.8629
O -2.288 0.685 -1.563 -0.0037
C -2.063 -0.466 -0.924 0.6995
F -1.542 -0.326 0.294 -0.0922
F -1.292 -1.317 -1.624 -0.2276
F -3.257 -1.071 -0.763 -0.2854
O -1.564 2.781 0.037 -0.3204
C -2.671 3.519 -0.472 -0.5924
C -4.031 3.033 0.091 0.6083
C -3.890 1.923 1.135 -1.6819
C -4.972 2.640 -1.068 1.1677
C -6.227 1.909 -0.598 -1.6879
C -5.373 3.901 -1.845 -1.4412
O 0.417 1.781 -0.246 -1.0439
H 6.235 1.835 3.360 0.2382
H 4.678 1.800 4.233 0.3088
H 4.722 1.735 2.455 0.1812
H 3.463 -0.658 3.937 0.4571
H 3.611 -0.092 2.290 -0.0080
H 4.907 -2.569 3.520 0.3454
H 3.461 -2.560 2.495 0.3666
H 6.345 -2.547 1.696 0.4163
H 4.880 -3.086 0.841 0.2478
H 4.339 -0.744 0.302 -0.5978
H 5.859 -0.223 0.990 0.4552
H 7.026 -1.832 -0.596 0.3674
H 6.340 -0.404 -1.329 0.4862
H 4.365 -2.604 -1.321 0.1761
H 5.870 -3.110 -2.053 0.4828
H 4.739 -0.455 -2.923 0.2263
H 5.877 -1.542 -3.712 0.5249
H 4.126 -3.103 -4.303 0.4220
H 3.680 -1.455 -4.812 0.3967
H 1.787 -2.697 -3.920 0.4266
H 2.532 -2.825 -2.350 0.3667
H 2.373 -0.081 -3.564 0.4497
H 0.832 -0.800 -3.123 0.2792
H 2.816 -1.111 -1.009 -0.1077
H 1.219 -0.449 -0.857 0.0319
H 3.669 1.026 -0.647 -0.0023
H 3.076 1.406 -2.241 0.2226
H 2.395 2.809 0.238 -0.4189
H -1.286 6.893 -4.145 0.3897
H -1.055 5.574 -5.287 0.3018
H -2.271 5.377 -4.043 0.2470
H 1.303 6.396 -4.193 0.4653
H 1.853 5.312 -2.896 0.2378
H 0.911 6.753 -2.514 0.2959
H -0.298 0.782 -2.240 -0.5008
H -1.431 1.945 -2.889 0.4155
H -2.675 3.508 -1.564 0.0924
H -2.526 4.563 -0.183 0.2873
H -4.499 3.896 0.580 0.6543
H -3.889 0.939 0.670 -0.0395
H -4.767 1.950 1.788 0.5090
H -3.018 2.058 1.768 0.4550
H -4.381 2.024 -1.752 -0.1154
H -6.961 1.905 -1.409 0.4641
H -6.014 0.863 -0.376 0.3047
H -6.698 2.405 0.252 0.3147
H -6.117 3.653 -2.607 0.4250
H -5.848 4.619 -1.170 0.3547
H -4.527 4.370 -2.347 0.1564
C -2.070 -3.748 0.667 -0.5010
O -2.173 -3.462 2.047 -0.3506
C -3.089 -2.427 2.365 -0.1012
C -3.868 -2.742 3.621 -0.4141
O -4.839 -3.772 3.492 -0.4759
C -4.405 -5.109 3.336 -0.2963
C -3.768 -5.729 4.560 -0.5378
O -2.472 -5.216 4.804 -0.2553
C -2.179 -5.001 6.164 -0.8121
H -1.452 -3.009 0.157 -0.0952
H -1.600 -4.728 0.576 0.3429
H -3.056 -3.791 0.190 0.4039
H -3.786 -2.257 1.539 0.2478
H -2.526 -1.501 2.534 0.1632
H -4.445 -1.848 3.868 0.4178
H -3.197 -2.933 4.462 0.1449
H -3.760 -5.223 2.461 0.0798
H -5.319 -5.675 3.138 0.4115
H -3.682 -6.812 4.389 0.3817
H -4.421 -5.567 5.426 0.3465
H -3.002 -4.487 6.674 0.3674
H -1.295 -4.368 6.211 0.2385
H -1.968 -5.944 6.682 0.3134
```

***

(2)
The following is a quantum chemistry calculation of an isolated molecule of C22H28N6O3, from the OMol25 dataset.

LUMO energy ... 0.57 eV
Energy ... -1409.5008 hartree
Multiplicity ... 1
Energy relative to the best compared isomer or geometry (same formula, charge and spin) ... 5.6 kJ/mol
SMILES ... Cn1c(=O)c2c(nc(CN3CCC(C(N)=O)CC3)n2CCc2ccccc2)n(C)c1=O

XYZ file:
```
59
Properties=species:S:1:pos:R:3:mulliken_charge:R:1
C -6.063 -1.067 -0.617 -1.2135
N -4.851 -0.307 -0.357 -0.0228
C -4.826 0.955 -0.933 0.7010
O -5.750 1.355 -1.608 -0.6806
N -3.710 1.724 -0.695 -0.0020
C -2.703 1.224 0.069 1.4884
N -1.571 1.863 0.427 -0.7989
C -0.907 0.995 1.172 0.9811
N -1.554 -0.182 1.308 0.1749
C -2.736 -0.056 0.605 -0.7199
C -3.874 -0.909 0.443 0.3951
O -4.042 -2.018 0.917 -0.7113
C -1.095 -1.349 2.018 -0.8851
H -1.794 -1.559 2.835 0.4134
H -0.108 -1.116 2.420 0.3617
C -1.002 -2.593 1.122 -1.4431
C -0.082 -2.390 -0.048 0.3262
C -0.576 -1.939 -1.264 0.0650
C 0.267 -1.761 -2.346 -0.8311
C 1.618 -2.040 -2.225 -0.5681
C 2.123 -2.488 -1.016 -0.4722
C 1.277 -2.655 0.067 -0.0624
H 1.672 -3.005 1.010 0.4026
H 3.179 -2.691 -0.922 0.3642
H 2.280 -1.907 -3.067 0.4095
H -0.132 -1.412 -3.288 0.4251
H -1.634 -1.740 -1.370 0.4345
H -0.636 -3.411 1.745 0.5990
H -2.003 -2.851 0.777 0.4253
C 0.387 1.325 1.831 -1.8098
N 1.479 0.554 1.262 0.9036
C 2.656 0.578 2.120 -1.1257
C 3.895 0.163 1.342 -1.1675
H 3.707 -0.795 0.856 0.1479
H 4.735 0.038 2.026 0.5521
C 4.241 1.200 0.266 0.4631
C 4.915 0.521 -0.925 0.0907
O 4.850 -0.663 -1.163 -0.5945
N 5.594 1.376 -1.725 -0.3643
H 5.649 2.361 -1.538 0.2035
H 6.042 1.017 -2.551 0.2590
C 2.956 1.906 -0.211 -1.3225
C 1.780 0.936 -0.115 -0.0881
H 0.884 1.378 -0.553 0.6485
H 2.019 0.031 -0.678 -0.5132
H 3.063 2.251 -1.241 0.4916
H 2.758 2.781 0.413 0.3581
H 4.934 1.947 0.666 0.4510
H 2.822 1.577 2.561 0.3917
H 2.484 -0.121 2.946 0.5083
H 0.319 1.088 2.898 0.6309
H 0.535 2.414 1.732 0.3404
C -3.615 3.061 -1.238 -1.0980
H -3.467 3.774 -0.428 0.3250
H -2.768 3.122 -1.921 0.3099
H -4.543 3.270 -1.767 0.4033
H -6.183 -1.214 -1.690 0.3390
H -5.967 -2.024 -0.109 0.3769
H -6.929 -0.522 -0.243 0.3330
```

***

The calculation returns the following orbital gap values, one per record and in order: 7.47; 8.80 eV.
The calculation returns the following highest occupied orbital energy values, one per record and in order: -4.98; -8.23 eV.